# 1
A molecular structure, C18H14N3O6Pd in a non-equilibrium geometry. Source: the OMol25 dataset; level of theory: the ωB97M-V functional and the def2-TZVPD basis.

Properties
Energy above the lowest of the compared OMol25 structures with the same formula, charge and spin in kcal/mol: 19.7
Charge: -1
Frontier orbital gap in eV: 7.05
HOMO in eV: -5.05
E in hartree: -1438.05006
Lowest unoccupied orbital energy in Eh: 0.07369

Last column: Löwdin charge in e.
Geometry (Å):
Pd -0.332 -1.426 -0.010  1.027
O 6.148 -1.922 2.339  -0.046
C 5.892 -1.893 1.119  -0.696
O 6.650 -1.787 0.131  -0.059
C 4.397 -1.945 0.775  -0.085
C 3.973 -1.919 -0.552  0.009
C 2.628 -1.966 -0.844  -0.107
N 1.702 -2.055 0.116  -0.012
C 2.095 -2.073 1.394  -0.193
C 3.422 -2.028 1.763  0.075
C 0.970 -2.140 2.359  -0.554
O 1.130 -2.389 3.530  0.088
O -0.229 -1.908 1.835  -0.172
H 4.724 -1.853 -1.328  0.112
H 2.259 -1.937 -1.861  0.110
H 3.700 -2.057 2.807  0.130
O -0.814 0.122 -1.644  -0.099
C -0.123 0.979 -0.999  -0.655
O 0.734 0.644 -0.161  -0.051
C -0.333 2.456 -1.162  -0.149
C -0.084 3.309 -0.094  -0.024
C -0.334 4.669 -0.221  -0.086
C -0.815 5.182 -1.420  -0.105
C -1.047 4.332 -2.494  -0.093
C -0.816 2.970 -2.360  -0.030
H 0.315 2.891 0.820  0.117
H -0.142 5.331 0.614  0.098
H -1.013 6.242 -1.516  0.094
H -1.407 4.731 -3.434  0.095
H -1.005 2.291 -3.182  0.113
C -2.838 0.371 1.053  0.007
C -3.216 -0.933 0.450  -0.364
N -2.403 -1.849 -0.031  -0.010
C -3.177 -2.884 -0.502  -0.106
C -4.485 -2.587 -0.311  -0.088
N -4.493 -1.345 0.291  0.098
H -1.842 0.301 1.485  0.074
H -3.537 0.651 1.842  0.084
H -2.827 1.154 0.292  0.089
H -2.739 -3.764 -0.940  0.107
H -5.386 -3.129 -0.534  0.105
H -5.306 -0.834 0.587  0.155

=====

# 2
A molecular structure, C7H27AgN7O8Y in a non-equilibrium geometry. Source: the OMol25 dataset; level of theory: the ωB97M-V functional and the def2-TZVPD basis.

Properties
Frontier orbital gap in eV: 8.30
HOMO in eV: -9.28
E in hartree: -1453.58987
Lowest unoccupied orbital energy in Eh: -0.03591

Last column: Löwdin charge in e.
Geometry (Å):
Ag -24.942 19.756 23.086  0.776
Y -21.461 21.376 24.876  1.586
O -22.667 22.386 23.212  -0.489
H -23.513 22.660 23.583  -0.100
O -22.073 20.677 26.883  -0.479
H -22.244 20.144 27.657  -0.069
O -20.359 19.960 23.443  -0.422
H -19.779 19.562 24.094  -0.103
O -22.979 19.779 24.309  -0.498
H -22.159 19.396 23.985  -0.122
C -21.466 16.673 22.166  -0.681
O -21.861 15.531 21.979  0.016
N -22.373 17.731 22.159  0.137
N -20.183 17.060 22.371  0.179
H -23.243 17.589 21.686  0.080
H -22.163 18.630 22.555  0.030
H -19.482 16.347 22.470  0.102
H -20.004 18.015 22.642  0.057
C -22.376 16.751 26.756  -0.682
O -22.367 15.568 27.026  0.040
N -22.661 17.717 27.696  0.157
N -22.108 17.262 25.510  0.164
H -22.364 18.639 27.416  0.033
H -22.774 17.472 28.659  0.104
H -22.069 16.575 24.770  0.099
H -22.391 18.209 25.238  0.035
C -17.867 17.094 25.457  -0.669
O -18.175 16.087 24.884  0.062
N -16.624 17.311 26.004  0.141
N -18.705 18.198 25.562  0.140
H -16.496 17.998 26.722  0.088
H -16.076 16.468 26.051  0.103
H -19.637 18.152 25.191  0.049
H -18.259 19.078 25.743  0.086
C -26.165 16.747 26.350  -0.053
C -26.189 17.851 25.311  -0.408
C -25.830 19.167 25.978  -0.164
O -26.092 20.220 25.027  -0.302
C -26.126 21.558 25.516  -0.076
N -25.284 17.547 24.177  0.024
H -26.373 15.756 25.939  0.085
H -26.859 16.856 27.188  0.083
H -25.172 16.646 26.799  0.069
H -27.153 17.920 24.798  0.141
H -24.753 19.235 26.155  0.113
H -26.474 19.328 26.842  0.132
H -26.580 21.553 26.510  0.091
H -26.722 22.099 24.784  0.093
H -25.134 22.014 25.597  0.080
H -24.330 17.435 24.530  0.046
H -25.447 16.632 23.768  0.093

=====

# 3
2 unconnected molecules or ions with the total composition C4H9NO in a non-equilibrium geometry. Source: the OMol25 dataset; level of theory: the ωB97M-V functional and the def2-TZVPD basis.

Properties
Energy above the lowest of the compared OMol25 structures with the same formula, charge and spin in kcal/mol: 69.5
Frontier orbital gap in eV: 9.59
SMILES: C=CN.C=CO
HOMO in eV: -8.56
E in hartree: -287.72170
Lowest unoccupied orbital energy in Eh: 0.03786

Last column: Löwdin charge in e.
Geometry (Å):
C 2.587 -0.076 0.644  -0.037
C 1.935 -1.057 0.015  -0.312
N 0.801 -1.789 0.406  0.035
H 2.177 0.279 1.588  0.043
H 3.126 0.647 0.050  0.040
H 2.356 -1.488 -0.890  0.099
H 0.496 -1.659 1.361  0.081
H 0.928 -2.774 0.235  0.077
C -1.818 2.142 -0.021  -0.002
C -1.329 0.901 -0.167  -0.271
O -1.976 -0.033 -0.918  -0.026
H -1.552 2.857 0.744  0.042
H -2.436 2.577 -0.803  0.049
H -0.770 0.352 0.579  0.086
H -2.743 0.291 -1.399  0.096

=====

Copy entry 2 word for word.
A molecular structure, C7H27AgN7O8Y in a non-equilibrium geometry. Source: the OMol25 dataset; level of theory: the ωB97M-V functional and the def2-TZVPD basis.

Properties
Frontier orbital gap in eV: 8.30
HOMO in eV: -9.28
E in hartree: -1453.58987
Lowest unoccupied orbital energy in Eh: -0.03591

Last column: Löwdin charge in e.
Geometry (Å):
Ag -24.942 19.756 23.086  0.776
Y -21.461 21.376 24.876  1.586
O -22.667 22.386 23.212  -0.489
H -23.513 22.660 23.583  -0.100
O -22.073 20.677 26.883  -0.479
H -22.244 20.144 27.657  -0.069
O -20.359 19.960 23.443  -0.422
H -19.779 19.562 24.094  -0.103
O -22.979 19.779 24.309  -0.498
H -22.159 19.396 23.985  -0.122
C -21.466 16.673 22.166  -0.681
O -21.861 15.531 21.979  0.016
N -22.373 17.731 22.159  0.137
N -20.183 17.060 22.371  0.179
H -23.243 17.589 21.686  0.080
H -22.163 18.630 22.555  0.030
H -19.482 16.347 22.470  0.102
H -20.004 18.015 22.642  0.057
C -22.376 16.751 26.756  -0.682
O -22.367 15.568 27.026  0.040
N -22.661 17.717 27.696  0.157
N -22.108 17.262 25.510  0.164
H -22.364 18.639 27.416  0.033
H -22.774 17.472 28.659  0.104
H -22.069 16.575 24.770  0.099
H -22.391 18.209 25.238  0.035
C -17.867 17.094 25.457  -0.669
O -18.175 16.087 24.884  0.062
N -16.624 17.311 26.004  0.141
N -18.705 18.198 25.562  0.140
H -16.496 17.998 26.722  0.088
H -16.076 16.468 26.051  0.103
H -19.637 18.152 25.191  0.049
H -18.259 19.078 25.743  0.086
C -26.165 16.747 26.350  -0.053
C -26.189 17.851 25.311  -0.408
C -25.830 19.167 25.978  -0.164
O -26.092 20.220 25.027  -0.302
C -26.126 21.558 25.516  -0.076
N -25.284 17.547 24.177  0.024
H -26.373 15.756 25.939  0.085
H -26.859 16.856 27.188  0.083
H -25.172 16.646 26.799  0.069
H -27.153 17.920 24.798  0.141
H -24.753 19.235 26.155  0.113
H -26.474 19.328 26.842  0.132
H -26.580 21.553 26.510  0.091
H -26.722 22.099 24.784  0.093
H -25.134 22.014 25.597  0.080
H -24.330 17.435 24.530  0.046
H -25.447 16.632 23.768  0.093

=====

Q: The lowest E belongs to which entry?
A: C7H27AgN7O8Y